The following is a quantum chemistry calculation of a molecular structure, C33H33N4PS2V, from OMol25.

The geometry in XYZ format:
```
74
C33H33N4PS2V | OMol25 | wB97M-V/def2-TZVPD
V 0.463 -0.218 0.351
C 0.699 -0.643 -2.659
N 0.370 0.521 -1.794
C -1.051 0.900 -2.041
C -1.971 -0.229 -1.644
N -1.614 -0.751 -0.296
C -2.355 0.015 0.759
C -1.980 -2.163 -0.169
C -3.193 -2.634 -0.654
C -3.535 -3.965 -0.482
C -2.664 -4.818 0.186
C -1.458 -4.341 0.673
C -1.101 -3.004 0.495
S 0.437 -2.382 1.099
C 1.293 1.725 -1.926
C 2.327 3.567 -3.282
C 1.367 4.724 -3.292
C 0.430 4.866 -2.361
C 0.280 4.004 -1.189
C 0.711 2.754 -0.960
S 0.531 2.112 0.675
H 0.525 -0.420 -3.714
H 0.077 -1.485 -2.365
H 1.730 -0.954 -2.550
H -1.210 1.138 -3.097
H -1.276 1.792 -1.467
H -1.910 -1.052 -2.346
H -3.002 0.129 -1.663
H -3.430 -0.027 0.572
H -2.035 1.053 0.773
H -2.165 -0.441 1.729
H -3.881 -1.969 -1.164
H -4.479 -4.332 -0.865
H -2.928 -5.859 0.327
H -0.772 -4.997 1.196
H 2.948 3.638 -4.182
H 1.431 5.432 -4.112
H -0.240 5.718 -2.415
H -0.204 4.477 -0.339
N 3.384 0.574 1.231
P 2.672 0.008 -0.205
C 3.838 -1.284 -0.723
C 3.389 -2.567 -1.019
C 4.292 -3.549 -1.414
C 5.642 -3.252 -1.510
C 6.099 -1.971 -1.215
C 5.201 -0.992 -0.829
C 2.770 1.290 -1.545
C 3.526 2.584 -1.286
C 3.297 3.607 -2.104
C 1.568 2.207 -3.368
C 2.590 1.221 -3.883
C 3.302 0.744 -2.876
C 2.646 0.497 2.393
C 3.190 0.841 3.630
C 2.394 0.768 4.747
C 1.071 0.343 4.623
C 0.616 0.001 3.379
N 1.378 0.073 2.264
H 4.372 0.733 1.331
H 2.339 -2.807 -0.911
H 3.939 -4.548 -1.635
H 6.345 -4.018 -1.814
H 7.154 -1.738 -1.292
H 5.568 0.011 -0.626
H 4.238 2.658 -0.472
H 3.830 4.541 -1.964
H 0.674 2.315 -3.983
H 2.787 1.069 -4.938
H 4.186 0.125 -2.948
H 4.221 1.167 3.689
H 2.797 1.036 5.715
H 0.416 0.267 5.479
H -0.387 -0.372 3.242
```

Summary:
- multiplicity = 3
- Kohn-Sham gap (spin up / spin down) (eV) = 7.32 / 7.71
- relative energy (zero: lowest compared OMol25 entry of this formula, charge and spin) (eV) = 1.909
- HOMO level (spin up / spin down) (eV) = -9.9 / -10.2
- net charge = +1



The following is a quantum chemistry calculation of a molecular structure, C33H34BrMnNOPSi2, from OMol25.

The geometry in XYZ format:
```
74
C33H34BrMnNOPSi2 | OMol25 | wB97M-V/def2-TZVPD
Mn 0.438 -0.288 -0.644
O 1.557 5.177 -0.691
C 1.666 3.824 -0.558
C 2.902 3.224 -0.298
C 2.950 1.847 -0.188
N 1.832 1.147 -0.293
C 0.654 1.691 -0.548
Br 0.530 -0.131 -3.142
C 0.516 3.060 -0.699
H 2.434 5.568 -0.623
H 3.800 3.820 -0.188
H 3.868 1.305 0.014
H -0.429 3.531 -0.932
C 0.555 1.244 2.734
Si 0.717 -0.429 1.850
C -0.122 -1.701 2.981
C 2.583 -0.832 2.109
C 3.309 -0.546 3.270
C 4.656 -0.858 3.379
C 5.310 -1.480 2.320
C 4.599 -1.791 1.171
C 3.242 -1.473 1.054
Si 2.182 -1.906 -0.444
C 1.666 -3.707 -0.174
C 3.368 -1.912 -1.912
H 1.111 1.225 3.675
H -0.483 1.488 2.969
H 0.957 2.052 2.120
H 0.585 -1.891 3.793
H -0.320 -2.648 2.474
H -1.058 -1.348 3.418
H 2.824 -0.061 4.113
H 5.199 -0.612 4.285
H 6.364 -1.721 2.394
H 5.112 -2.284 0.350
H 2.538 -4.249 0.207
H 1.342 -4.194 -1.095
H 0.857 -3.793 0.554
H 4.079 -2.741 -1.824
H 3.930 -0.976 -1.954
H 2.827 -2.011 -2.853
C -3.439 4.064 -1.674
C -3.174 4.174 -0.315
C -2.823 3.048 0.414
C -2.770 1.791 -0.191
C -3.012 1.695 -1.559
C -3.342 2.827 -2.294
P -2.163 0.367 0.776
C -3.564 0.033 1.944
C -4.522 0.974 2.315
C -5.504 0.668 3.250
C -5.547 -0.586 3.837
C -4.600 -1.536 3.475
C -3.623 -1.228 2.542
C -2.311 -1.081 -0.312
C -3.540 -1.679 -0.619
C -3.580 -2.802 -1.420
C -2.386 -3.313 -1.931
C -1.183 -2.693 -1.663
C -1.099 -1.561 -0.833
H -3.697 4.943 -2.252
H -3.213 5.140 0.172
H -2.556 3.155 1.460
H -2.908 0.741 -2.060
H -3.510 2.737 -3.360
H -4.527 1.955 1.860
H -6.241 1.418 3.511
H -6.312 -0.826 4.565
H -4.621 -2.525 3.915
H -2.905 -1.989 2.261
H -4.460 -1.267 -0.218
H -4.527 -3.273 -1.655
H -2.409 -4.189 -2.571
H -0.284 -3.071 -2.133
```

Summary:
- multiplicity = 2
- Kohn-Sham gap (spin up / spin down) (eV) = 6.50 / 6.64
- relative energy (zero: lowest compared OMol25 entry of this formula, charge and spin) (eV) = 0.000
- HOMO level (spin up / spin down) (eV) = -4.4 / -4.1
- net charge = -1



The following is a quantum chemistry calculation of a molecular structure, C33H35AuNOP, from OMol25.

The geometry in XYZ format:
```
72
C33H35AuNOP | OMol25 | wB97M-V/def2-TZVPD
Au -0.991 -0.397 -1.023
C -2.178 0.250 0.734
C -2.654 1.105 -0.349
C -3.452 0.276 -1.211
H -2.534 2.186 -0.366
C -3.416 -1.073 -0.718
C -2.628 -1.110 0.486
H -2.381 -1.969 1.123
H -1.597 0.568 1.561
H -4.120 0.663 -1.968
H -3.960 -1.910 -1.128
C 1.065 -1.291 -1.196
C 0.275 -2.090 -0.254
C -0.693 -2.841 -1.017
H 0.354 -2.097 0.830
C -0.529 -2.484 -2.392
C 0.540 -1.528 -2.512
H 1.006 -1.141 -3.422
H 1.930 -0.690 -0.978
H -1.424 -3.530 -0.578
H -1.033 -2.955 -3.218
O -1.648 0.193 -3.479
C -2.333 -0.314 -4.668
C -2.662 1.142 -5.106
C -3.517 -1.196 -4.322
C -1.312 -1.008 -5.550
C -1.811 1.570 -3.913
H -3.726 1.389 -4.983
H -2.238 1.406 -6.080
H -0.815 1.952 -4.175
H -2.338 2.159 -3.152
H -4.026 -1.468 -5.254
H -4.231 -0.681 -3.670
H -3.186 -2.128 -3.840
H -1.626 -0.912 -6.593
H -1.256 -2.071 -5.298
H -0.325 -0.552 -5.418
N 0.404 0.794 0.117
P 1.252 0.497 1.516
C 0.275 -0.110 2.946
C -0.584 0.755 3.666
C -1.304 0.317 4.784
C -1.193 -1.010 5.218
C -0.366 -1.883 4.498
C 0.342 -1.446 3.365
C 2.847 -0.403 1.481
C 4.002 0.362 1.718
C 5.262 -0.232 1.886
C 5.422 -1.616 1.748
C 4.292 -2.382 1.445
C 3.032 -1.789 1.322
C 1.594 2.231 1.943
C 1.516 3.282 1.032
C 1.903 4.561 1.469
C 2.360 4.755 2.784
C 2.432 3.672 3.670
C 2.052 2.402 3.259
H -0.709 1.797 3.351
H -1.940 1.014 5.329
H -1.745 -1.357 6.102
H -0.262 -2.914 4.831
H 0.996 -2.149 2.846
H 3.916 1.443 1.820
H 6.116 0.391 2.136
H 6.410 -2.087 1.885
H 4.389 -3.461 1.318
H 2.203 -2.453 1.076
H 1.140 3.102 0.021
H 1.854 5.400 0.784
H 2.666 5.747 3.122
H 2.780 3.804 4.687
H 2.113 1.540 3.928
```

Summary:
- multiplicity = 3
- Kohn-Sham gap (spin up / spin down) (eV) = 2.31 / 3.80
- HOMO level (spin up / spin down) (eV) = 2.2 / 0.7
- net charge = -2



no.,strongest force on any atom (eV Å⁻¹),electronic energy (eV)
1,1.70,-97359.87292
2,1.20,-164718.61285
3,4.38,-51296.59301